C10H13N2O6Re | the ωB97M-V functional and the def2-TZVPD basis

Summary:
HOMO level (alpha / beta): -0.677 / -0.736 Ha
multiplicity: 4
total charge: +3
gap between HOMO and LUMO (alpha / beta): 6.98 / 3.78 eV
LUMO (alpha / beta): -11.4380 / -16.2440 eV

Each line ends with the Löwdin spin population.
Positions of all 32 atoms, in Å:
O 2.139 0.898 2.429  0.130
C 1.616 0.752 1.401  0.183
Re 0.194 0.402 -0.442  0.233
O -1.981 0.384 1.732  0.041
C -1.125 0.392 0.931  0.054
C -1.315 -0.200 -1.498  0.080
O -2.213 -0.607 -2.119  0.073
C 0.940 -0.338 -2.186  0.071
O 1.572 -0.684 -3.079  0.057
C -0.067 2.275 -0.840  0.002
O -0.254 3.396 -1.039  -0.002
H 1.721 1.168 0.248  0.053
C 2.424 -3.114 1.700  0.081
N 1.118 -3.657 1.999  0.514
C 1.064 -4.901 2.779  0.072
C 0.126 -3.278 1.099  0.042
O 0.402 -2.659 0.052  0.419
N -1.181 -3.577 1.432  0.491
C -1.667 -3.883 2.782  0.064
C -2.215 -3.168 0.515  0.076
H 3.182 -3.541 2.357  0.001
H 2.364 -2.030 1.841  0.034
H 2.681 -3.274 0.640  0.040
H 0.690 -4.712 3.790  0.037
H 0.404 -5.630 2.308  0.018
H 2.063 -5.334 2.862  0.008
H -1.091 -3.377 3.563  0.018
H -2.707 -3.563 2.853  0.006
H -1.645 -4.958 2.974  0.034
H -2.531 -2.130 0.689  0.043
H -1.825 -3.241 -0.501  0.009
H -3.072 -3.836 0.644  0.016

=====

C10H13N2OP | the ωB97M-V functional and the def2-TZVPD basis

Summary:
HOMO level: -0.303 Ha
total charge: 0
gap between HOMO and LUMO: 8.03 eV
LUMO: -0.2252 eV

Each line ends with the natural charge from an NBO analysis.
Positions of all 27 atoms, in Å:
C 2.508 4.182 -0.229  -0.298
O 1.715 3.448 -1.215  -0.803
P 1.858 1.823 -0.962  1.067
C 0.336 1.556 -1.881  -0.746
C 0.038 1.381 -0.365  -0.143
C -0.921 2.543 0.097  -0.619
N -0.346 0.170 0.174  -0.152
N 0.041 -0.878 -0.432  -0.206
C -0.401 -2.076 0.124  0.091
C -1.562 -2.115 0.920  -0.211
C -2.079 -3.360 1.389  -0.208
C -1.343 -4.526 1.271  -0.212
C -0.067 -4.438 0.700  -0.206
C 0.278 -3.327 -0.011  -0.206
H 2.384 5.243 -0.205  0.203
H 3.548 4.137 -0.718  0.191
H 2.443 3.865 0.867  0.198
H 0.175 0.626 -2.497  0.253
H 0.020 2.420 -2.388  0.250
H -0.444 3.522 -0.209  0.231
H -0.969 2.401 1.205  0.218
H -1.974 2.204 -0.392  0.217
H -2.272 -1.322 1.130  0.228
H -3.072 -3.430 1.976  0.216
H -1.597 -5.475 1.618  0.213
H 0.560 -5.403 0.602  0.217
H 1.141 -3.171 -0.571  0.217

=====

C10H13N3 | the ωB97M-V functional and the def2-TZVPD basis

Summary:
HOMO level: -0.327 Ha
total charge: 0
gap between HOMO and LUMO: 9.55 eV
LUMO: 0.6490 eV

Each line ends with the natural charge from an NBO analysis.
Positions of all 26 atoms, in Å:
C 1.956 0.975 -0.378  -0.414
N 1.350 0.396 0.827  -0.412
C 1.599 -1.023 0.929  -0.391
C -0.111 0.687 1.037  -0.039
C -0.491 2.148 0.983  -0.608
C -0.524 0.283 2.410  0.307
N -0.989 -0.023 3.400  -0.329
C -1.042 0.005 0.093  0.187
C -1.891 -1.036 0.534  -0.241
C -2.622 -1.735 -0.488  -0.161
C -2.457 -1.329 -1.752  -0.262
C -1.636 -0.263 -2.066  0.051
N -0.893 0.384 -1.187  -0.431
H 2.068 2.062 -0.260  0.199
H 2.940 0.525 -0.471  0.200
H 1.626 0.845 -1.329  0.195
H 0.916 -1.398 1.521  0.190
H 1.625 -1.557 -0.005  0.178
H 2.679 -1.162 1.381  0.195
H -0.509 2.555 -0.039  0.241
H 0.273 2.798 1.597  0.228
H -1.498 2.325 1.463  0.238
H -1.792 -1.495 1.491  0.238
H -3.308 -2.434 -0.087  0.223
H -3.166 -1.779 -2.584  0.224
H -1.400 -0.046 -3.082  0.194

=====

C10H13N4O8V | the ωB97M-V functional and the def2-TZVPD basis

Summary:
HOMO level (alpha / beta): -0.339 / -0.347 Ha
multiplicity: 3
total charge: 0
gap between HOMO and LUMO (alpha / beta): 8.93 / 9.40 eV
LUMO (alpha / beta): -0.2923 / -0.0484 eV

Each line ends with the Löwdin spin population.
Positions of all 36 atoms, in Å:
V -0.804 0.332 0.342  1.913
N -2.036 -0.034 2.066  0.006
C -1.491 -0.904 3.128  0.001
C -0.248 -0.300 3.764  0.000
C 0.984 -0.279 2.870  0.002
N 0.836 0.661 1.740  0.001
H -2.321 0.864 2.450  0.003
H -2.881 -0.439 1.670  0.002
H -1.241 -1.860 2.665  0.000
H -2.246 -1.083 3.897  0.000
H -0.004 -0.893 4.647  0.000
H -0.465 0.712 4.127  0.000
H 1.145 -1.269 2.445  0.000
H 1.859 -0.016 3.468  0.000
H 1.685 0.657 1.182  0.003
H 0.723 1.621 2.057  0.001
O -0.798 3.551 -1.580  0.000
C -1.238 2.722 -0.809  0.004
O -0.679 2.340 0.301  0.020
C -2.501 1.872 -1.164  0.004
O -3.348 2.223 -1.932  -0.001
O -2.462 0.723 -0.511  0.006
O 3.098 -1.863 -4.390  0.000
C 1.847 -2.014 -3.888  0.000
O 1.194 -2.977 -4.137  0.000
C 1.360 -0.866 -3.069  0.001
C 1.290 0.461 -3.457  0.009
N 0.694 1.143 -2.468  0.001
N 0.372 0.332 -1.460  -0.002
C 0.760 -0.888 -1.800  0.010
C 0.539 -1.954 -0.758  0.004
O 1.036 -3.044 -0.852  -0.001
O -0.188 -1.513 0.251  0.013
H 3.522 -1.093 -3.993  0.000
H 1.591 0.948 -4.370  0.000
H 0.417 2.125 -2.432  0.000

=====

C10H13NO | the ωB97M-V functional and the def2-TZVPD basis

Summary:
HOMO level: -0.352 Ha
total charge: 0
gap between HOMO and LUMO: 10.24 eV
LUMO: 0.6768 eV

Each line ends with the natural charge from an NBO analysis.
Positions of all 25 atoms, in Å:
C 1.906 -0.688 0.063  -0.257
C 1.051 -0.036 -0.526  0.007
C 0.357 0.843 -1.480  -0.184
N -0.896 1.498 -1.075  -0.807
C 0.027 0.176 -2.804  -0.171
C 0.836 0.223 -3.850  -0.382
H 2.115 -1.507 0.766  0.248
H 1.132 1.619 -1.682  0.208
H -0.810 1.848 -0.130  0.365
H -0.982 2.299 -1.682  0.362
H -0.945 -0.310 -2.832  0.213
H 1.821 0.729 -3.760  0.194
H 0.591 -0.225 -4.808  0.207
C -1.750 -2.607 0.769  -0.693
C -1.478 -1.477 1.665  0.104
C -0.835 -0.588 2.198  -0.159
C -0.434 0.702 2.868  0.523
C 0.988 1.128 2.870  -0.705
O -1.307 1.449 3.335  -0.517
H -2.031 -2.230 -0.209  0.247
H -2.529 -3.272 1.146  0.237
H -0.861 -3.222 0.620  0.239
H 1.302 1.331 1.842  0.250
H 1.587 0.282 3.253  0.231
H 1.145 2.033 3.444  0.240

=====

C10H13NO | the ωB97M-V functional and the def2-TZVPD basis

Summary:
HOMO level: -0.292 Ha
total charge: 0
gap between HOMO and LUMO: 8.72 eV
LUMO: 0.7794 eV

Each line ends with the natural charge from an NBO analysis.
Positions of all 25 atoms, in Å:
C -1.893 -0.353 -2.356  -0.638
C -1.409 0.108 -1.057  -0.076
C -1.897 -0.187 0.186  -0.039
N -1.276 0.643 1.146  -0.554
C -0.263 1.376 0.537  0.154
C 0.737 2.194 0.993  -0.254
C 1.565 2.895 0.128  -0.204
C 1.334 2.770 -1.237  -0.237
C 0.395 1.889 -1.731  -0.196
C -0.384 1.097 -0.898  -0.075
H -1.544 -1.389 -2.561  0.222
H -1.401 0.134 -3.225  0.221
H -2.960 -0.421 -2.471  0.225
H -2.873 -0.613 0.406  0.211
H -0.912 0.050 1.893  0.399
H 0.842 2.530 2.034  0.215
H 2.360 3.527 0.469  0.213
H 1.756 3.495 -1.917  0.210
H 0.200 1.815 -2.805  0.203
C 1.081 -3.872 2.005  -0.258
O 1.330 -2.548 2.346  -0.733
H 0.336 -3.952 1.179  0.182
H 1.835 -4.447 1.412  0.166
H 0.820 -4.402 2.925  0.168
H 2.220 -2.337 2.603  0.476

=====

C10H13NO2S | the ωB97M-V functional and the def2-TZVPD basis

Summary:
HOMO level: -0.343 Ha
total charge: 0
gap between HOMO and LUMO: 9.35 eV
LUMO: 0.0276 eV

Each line ends with the natural charge from an NBO analysis.
Positions of all 27 atoms, in Å:
C -0.783 -0.740 -2.962  -0.603
C -0.734 -1.255 -1.566  -0.434
C 0.636 -1.020 -0.908  0.020
C 1.799 -1.532 -1.751  -0.653
S 0.862 0.918 -0.856  0.242
C 0.249 1.236 0.758  -0.237
C 1.036 1.279 1.914  -0.205
C 0.385 1.550 3.105  -0.201
C -0.948 1.856 3.261  -0.221
C -1.683 1.858 2.134  -0.184
C -1.090 1.594 0.876  -0.201
N 0.674 -1.406 0.441  0.498
O 1.741 -1.460 0.980  -0.376
O -0.399 -1.580 0.955  -0.359
H -0.158 -1.354 -3.539  0.199
H -0.577 0.259 -3.098  0.216
H -1.908 -0.773 -3.231  0.211
H -1.572 -0.721 -1.126  0.229
H -1.147 -2.317 -1.565  0.226
H 2.649 -1.302 -1.261  0.241
H 1.904 -2.593 -1.884  0.228
H 1.974 -1.135 -2.776  0.237
H 2.175 1.133 1.764  0.249
H 0.982 1.543 4.105  0.217
H -1.498 2.106 4.118  0.224
H -2.803 2.205 2.166  0.213
H -1.764 1.650 -0.052  0.224

=====

C10H13NO3 | the ωB97M-V functional and the def2-TZVPD basis

Summary:
HOMO level (alpha / beta): 0.118 / 0.069 Ha
total charge: -2
gap between HOMO and LUMO (alpha / beta): 2.84 / 4.00 eV
LUMO (alpha / beta): 6.0487 / 5.8922 eV

Each line ends with the natural charge from an NBO analysis.
Positions of all 27 atoms, in Å:
C -1.265 -2.891 -0.347  -0.635
C -0.724 -1.449 -0.194  -0.094
C -1.587 -0.343 -0.200  -0.358
C -1.107 1.041 0.004  -0.239
C -2.007 1.962 -0.892  -0.613
C -1.216 1.495 1.393  -0.576
C 0.318 1.204 -0.495  0.562
O 0.657 2.326 -0.949  -0.649
C 1.327 0.035 -0.072  -0.138
N 2.690 0.402 0.062  -0.027
C 3.659 -0.641 0.017  -0.484
O 3.142 1.560 0.516  -0.713
C 0.750 -1.268 -0.001  0.312
O 1.333 -2.360 0.229  -0.806
H -0.947 -3.590 0.420  0.210
H -0.932 -3.368 -1.373  0.172
H -2.342 -2.775 -0.523  0.180
H -2.596 -0.470 0.091  0.155
H -1.975 3.104 -0.681  0.180
H -3.115 1.840 -0.791  0.174
H -1.673 1.732 -2.006  0.219
H -0.527 1.316 2.196  0.223
H -2.211 1.276 1.842  0.170
H -1.242 2.558 1.391  0.191
H 4.294 -0.325 0.892  0.173
H 3.033 -1.540 0.397  0.268
H 4.263 -0.833 -0.925  0.144

=====

C10H13NO3 | the ωB97M-V functional and the def2-TZVPD basis

Summary:
HOMO level: -0.353 Ha
total charge: 0
gap between HOMO and LUMO: 9.83 eV
LUMO: 0.2247 eV

Each line ends with the natural charge from an NBO analysis.
Positions of all 27 atoms, in Å:
O 0.708 1.919 -0.976  -0.636
C 0.056 1.766 0.027  0.785
O 0.414 2.090 1.266  -0.681
C -1.172 0.980 0.038  -0.199
C -1.827 0.573 -1.141  -0.146
C -3.066 -0.036 -1.027  -0.246
C -3.677 -0.193 0.211  -0.176
C -3.040 0.161 1.384  -0.233
C -1.776 0.691 1.291  -0.149
H 1.365 2.467 1.120  0.527
H -1.300 0.611 -2.194  0.241
H -3.566 -0.579 -1.841  0.223
H -4.842 -0.277 0.367  0.221
H -3.499 -0.070 2.334  0.221
H -1.165 0.994 2.091  0.234
C 1.192 -2.234 -0.355  -0.620
C 2.650 -1.779 -0.039  -0.442
C 2.787 -0.273 -0.336  0.036
N 3.133 0.480 0.615  -0.102
O 3.037 1.852 0.353  -0.604
H 0.487 -1.489 0.056  0.211
H 0.725 -3.197 -0.007  0.227
H 1.093 -2.208 -1.460  0.198
H 2.670 -1.955 1.015  0.229
H 3.405 -2.349 -0.761  0.212
H 2.416 -0.031 -1.363  0.185
H 2.792 2.085 -0.668  0.482

=====

C10H13NO3P | the ωB97M-V functional and the def2-TZVPD basis

Summary:
HOMO level (alpha / beta): -0.118 / -0.118 Ha
total charge: -1
gap between HOMO and LUMO (alpha / beta): 6.47 / 6.48 eV
LUMO (alpha / beta): 3.2689 / 3.2688 eV

Each line ends with the natural charge from an NBO analysis.
Positions of all 28 atoms, in Å:
C 3.045 2.363 0.716  -0.272
C 3.263 1.293 -0.114  -0.201
C 1.638 2.663 1.026  -0.200
C 2.222 0.438 -0.500  -0.211
C 0.662 1.938 0.462  -0.265
C 0.870 0.776 -0.268  -0.034
C -1.658 -2.081 1.694  -0.430
C -0.660 -2.610 0.995  -0.353
C -2.530 -0.126 -1.131  -0.349
C -0.222 0.072 -1.015  -0.333
N -1.421 0.385 -0.663  -0.383
O 1.002 -2.184 -1.892  -1.165
O -0.792 -1.397 -3.436  -1.179
O 1.228 0.042 -3.275  -1.029
P 0.227 -1.047 -2.396  2.311
H 3.816 2.940 1.162  0.196
H 4.349 1.056 -0.440  0.201
H 1.461 3.496 1.671  0.194
H 2.416 -0.409 -1.170  0.260
H -0.305 2.174 0.922  0.170
H -2.585 -2.680 1.924  0.187
H -1.609 -1.018 2.080  0.178
H 0.254 -2.208 0.703  0.225
H -0.789 -3.668 0.690  0.183
H -2.490 -0.741 -2.046  0.247
H -3.528 0.234 -0.781  0.168
H 1.164 -0.189 -4.150  0.475
H -1.354 1.050 0.123  0.406

=====

C10H13NO3P | the ωB97M-V functional and the def2-TZVPD basis

Summary:
HOMO level: -0.448 Ha
total charge: +1
gap between HOMO and LUMO: 9.12 eV
LUMO: -3.0611 eV

Each line ends with the natural charge from an NBO analysis.
Positions of all 28 atoms, in Å:
C 3.890 0.422 0.158  -0.249
O 2.693 0.731 -0.606  -0.766
P 1.214 0.628 -0.143  2.472
N 0.034 -0.970 -0.482  -0.599
C -0.652 -0.527 -1.712  -0.270
C -0.660 1.041 -1.860  0.094
C -0.413 1.347 -3.350  -0.643
O 0.377 1.552 -1.019  -0.790
C -0.639 -0.996 0.765  0.079
C -1.788 -1.718 1.082  -0.219
C -2.410 -1.632 2.341  -0.167
C -1.868 -0.774 3.316  -0.192
C -0.703 -0.037 3.050  -0.232
C -0.109 -0.167 1.813  0.222
O 0.991 0.667 1.409  -0.756
H 4.414 -0.380 -0.304  0.219
H 3.643 0.143 1.144  0.207
H 4.622 1.249 0.099  0.230
H -1.797 -0.822 -1.716  0.248
H -0.079 -1.048 -2.509  0.226
H -1.512 1.443 -1.377  0.209
H -0.064 2.372 -3.445  0.253
H -1.325 1.440 -3.927  0.252
H 0.095 0.500 -3.680  0.220
H -1.999 -2.269 0.258  0.220
H -3.313 -2.147 2.562  0.238
H -2.315 -0.742 4.270  0.235
H -0.327 0.692 3.864  0.260

=====

C10H13NOS2 | the ωB97M-V functional and the def2-TZVPD basis

Summary:
HOMO level: -0.296 Ha
total charge: 0
gap between HOMO and LUMO: 8.45 eV
LUMO: 0.3971 eV

Each line ends with the natural charge from an NBO analysis.
Positions of all 27 atoms, in Å:
C -2.383 -2.625 2.086  -0.645
C -1.957 -1.907 0.849  -0.128
C -2.938 -1.248 0.199  -0.274
C -2.757 -0.066 -0.690  0.435
O -3.670 0.680 -1.029  -0.596
C -1.530 0.438 -1.066  -0.347
C -0.370 -0.078 -0.502  0.090
N 0.854 0.540 -0.899  -0.485
C 2.098 -0.370 -1.025  -0.236
C 2.980 0.048 0.189  -0.523
S 3.563 1.778 0.236  0.191
C 1.902 2.516 0.066  -0.539
C 1.056 2.054 -1.154  -0.209
S -0.291 -1.394 0.684  0.351
H -2.390 -3.658 1.788  0.226
H -3.396 -2.393 2.410  0.235
H -1.671 -2.548 2.925  0.232
H -3.906 -1.665 0.546  0.225
H -1.490 1.320 -1.786  0.244
H 2.709 -0.168 -1.961  0.213
H 2.077 -1.464 -0.919  0.233
H 2.553 -0.180 1.094  0.204
H 3.878 -0.533 0.116  0.218
H 1.442 2.263 1.022  0.216
H 1.954 3.682 -0.048  0.230
H 0.107 2.568 -1.111  0.223
H 1.573 2.409 -2.019  0.214